1.
Below is a single C21H29BrN4O2 molecule, with properties calculated with ωB97M-V/def2-TZVPD.

The energy relative to the best compared isomer or geometry (same formula, charge and spin) is 7.48 kJ/mol. As for the structure (SMILES): O=C1[C@H]2CCCCN2C(=O)N1CCCCN1CCN(c2cccc(Br)c2)CC1. Its energy is -102347.439 eV.

ORCA input file:
```
! wB97M-V def2-TZVPD RIJCOSX def2/J DEFGRID3
* xyz 0 1
O -3.243 -1.599 2.480
C -3.022 -1.265 1.344
C -4.030 -0.917 0.257
C -4.831 0.345 0.601
C -5.555 0.841 -0.648
C -4.541 1.143 -1.749
C -3.744 -0.118 -2.088
N -3.188 -0.687 -0.889
C -1.880 -0.707 -0.568
O -0.933 -0.476 -1.285
N -1.794 -1.099 0.775
C -0.533 -1.237 1.467
C 0.210 -2.509 1.051
C 1.645 -2.550 1.580
C 2.592 -1.443 1.091
N 3.131 -1.703 -0.236
C 4.478 -1.210 -0.422
C 4.555 0.339 -0.379
N 3.331 0.903 -0.914
C 2.571 1.774 -0.177
C 3.185 2.706 0.676
C 2.438 3.595 1.419
C 1.054 3.607 1.347
C 0.456 2.699 0.494
Br -1.449 2.658 0.385
C 1.170 1.794 -0.262
C 2.758 0.067 -1.945
C 2.298 -1.284 -1.359
H -4.713 -1.756 0.075
H -5.530 0.117 1.405
H -4.143 1.119 0.948
H -6.119 1.743 -0.407
H -6.261 0.081 -0.993
H -5.046 1.502 -2.647
H -3.856 1.918 -1.402
H -2.915 0.104 -2.762
H -4.399 -0.862 -2.558
H -0.755 -1.249 2.536
H 0.064 -0.352 1.232
H -0.332 -3.372 1.445
H 0.207 -2.590 -0.035
H 2.088 -3.509 1.307
H 1.606 -2.494 2.671
H 2.098 -0.465 1.165
H 3.439 -1.427 1.782
H 4.827 -1.580 -1.389
H 5.127 -1.629 0.349
H 4.680 0.664 0.655
H 5.421 0.686 -0.960
H 4.261 2.746 0.737
H 2.939 4.302 2.064
H 0.466 4.298 1.929
H 0.635 1.099 -0.888
H 1.929 0.579 -2.430
H 3.540 -0.087 -2.697
H 2.354 -2.055 -2.135
H 1.263 -1.198 -1.040
*
```

=====

2.
Below is a single C8H14Si molecule, with properties calculated with ωB97M-V/def2-TZVPD.

The energy relative to the best compared isomer or geometry (same formula, charge and spin) is 221.46 kJ/mol. As for the structure (SMILES): C=CC[Si](C)(C=C)C=C. Its energy is -16398.015 eV.

ORCA input file:
```
! wB97M-V def2-TZVPD RIJCOSX def2/J DEFGRID3
* xyz 0 1
C 2.901 -0.819 -0.528
C 2.147 0.238 -0.339
C 0.780 0.341 -0.994
Si -0.650 0.538 0.216
C 0.019 1.511 1.746
C -2.184 1.233 -0.629
C -2.588 0.500 -1.620
C -1.063 -1.278 0.772
C -0.020 -2.147 0.821
H 3.840 -1.034 -0.061
H 2.462 -1.637 -1.134
H 2.428 1.108 0.246
H 0.568 -0.646 -1.426
H 0.794 1.185 -1.651
H -0.393 0.937 2.573
H 1.114 1.464 1.836
H -0.429 2.540 1.823
H -2.525 2.336 -0.589
H -3.529 0.689 -2.073
H -2.388 -0.512 -1.811
H -2.093 -1.574 1.125
H -0.045 -3.250 1.099
H 0.854 -1.725 0.597
*
```

=====

3.
Below is a single C3H3N molecule, with properties calculated with ωB97M-V/def2-TZVPD.

The energy relative to the best compared isomer or geometry (same formula, charge and spin) is 225.76 kJ/mol. As for the structure (SMILES): C#CN=C. Its energy is -4646.184 eV.

ORCA input file:
```
! wB97M-V def2-TZVPD RIJCOSX def2/J DEFGRID3
* xyz 0 1
C 2.072 0.108 0.059
C 0.868 0.052 -0.023
N -0.334 -0.491 0.037
C -1.557 -0.105 0.006
H 3.083 0.281 -0.016
H -2.270 -0.795 0.214
H -1.862 0.949 -0.277
*
```

=====

4.
Below is a molecular structure, C2H3N3O, with properties calculated with ωB97M-V/def2-TZVPD.

The energy relative to the best compared isomer or geometry (same formula, charge and spin) is 450.80 kJ/mol. Its energy is -8635.822 eV.

ORCA input file:
```
! wB97M-V def2-TZVPD RIJCOSX def2/J DEFGRID3
* xyz 0 1
C 1.095 1.294 0.050
C -1.185 -0.911 -0.038
N 0.160 0.822 1.180
N -0.529 0.237 0.370
N -0.628 -1.870 -0.634
O 2.123 0.757 -0.222
H 0.371 -1.741 -0.814
H 0.837 2.353 -0.134
H -2.244 -0.941 0.241
*
```

=====

5.
Below is a single C5H11N molecule, with properties calculated with ωB97M-V/def2-TZVPD.

The energy relative to the best compared isomer or geometry (same formula, charge and spin) is 60.55 kJ/mol. As for the structure (SMILES): C/C=C(\C)CN. Its energy is -6852.901 eV.

ORCA input file:
```
! wB97M-V def2-TZVPD RIJCOSX def2/J DEFGRID3
* xyz 0 1
C -2.423 -0.295 -0.178
C -1.014 -0.736 -0.020
C 0.064 0.042 0.124
C 0.086 1.531 0.074
C 1.384 -0.614 0.471
N 2.438 -0.178 -0.456
H -2.830 -0.535 -1.199
H -3.028 -0.856 0.571
H -2.583 0.798 -0.023
H -0.886 -1.825 0.074
H 0.288 1.982 1.057
H 0.900 1.857 -0.589
H -0.896 1.935 -0.290
H 1.259 -1.710 0.478
H 1.664 -0.274 1.480
H 2.249 -0.534 -1.411
H 3.327 -0.588 -0.167
*
```

=====

6.
Below is a single C5H6O molecule, with properties calculated with ωB97M-V/def2-TZVPD.

The energy relative to the best compared isomer or geometry (same formula, charge and spin) is 150.38 kJ/mol. As for the structure (SMILES): C#CCC(C)=O. Its energy is -7327.726 eV.

ORCA input file:
```
! wB97M-V def2-TZVPD RIJCOSX def2/J DEFGRID3
* xyz 0 1
C 2.141 0.272 1.300
C 1.391 -0.280 0.535
C 0.511 -0.952 -0.424
C -0.950 -0.482 -0.493
C -1.313 0.943 -0.150
O -1.781 -1.280 -0.863
H 2.819 0.751 1.974
H 0.933 -0.852 -1.434
H 0.458 -2.023 -0.221
H -2.402 1.018 -0.108
H -0.937 1.632 -0.917
H -0.871 1.253 0.801
*
```

=====

What is the formula in the first record? C21H29BrN4O2

=====

Repeat the first record exactly.
Below is a single C21H29BrN4O2 molecule, with properties calculated with ωB97M-V/def2-TZVPD.

The energy relative to the best compared isomer or geometry (same formula, charge and spin) is 7.48 kJ/mol. As for the structure (SMILES): O=C1[C@H]2CCCCN2C(=O)N1CCCCN1CCN(c2cccc(Br)c2)CC1. Its energy is -102347.439 eV.

ORCA input file:
```
! wB97M-V def2-TZVPD RIJCOSX def2/J DEFGRID3
* xyz 0 1
O -3.243 -1.599 2.480
C -3.022 -1.265 1.344
C -4.030 -0.917 0.257
C -4.831 0.345 0.601
C -5.555 0.841 -0.648
C -4.541 1.143 -1.749
C -3.744 -0.118 -2.088
N -3.188 -0.687 -0.889
C -1.880 -0.707 -0.568
O -0.933 -0.476 -1.285
N -1.794 -1.099 0.775
C -0.533 -1.237 1.467
C 0.210 -2.509 1.051
C 1.645 -2.550 1.580
C 2.592 -1.443 1.091
N 3.131 -1.703 -0.236
C 4.478 -1.210 -0.422
C 4.555 0.339 -0.379
N 3.331 0.903 -0.914
C 2.571 1.774 -0.177
C 3.185 2.706 0.676
C 2.438 3.595 1.419
C 1.054 3.607 1.347
C 0.456 2.699 0.494
Br -1.449 2.658 0.385
C 1.170 1.794 -0.262
C 2.758 0.067 -1.945
C 2.298 -1.284 -1.359
H -4.713 -1.756 0.075
H -5.530 0.117 1.405
H -4.143 1.119 0.948
H -6.119 1.743 -0.407
H -6.261 0.081 -0.993
H -5.046 1.502 -2.647
H -3.856 1.918 -1.402
H -2.915 0.104 -2.762
H -4.399 -0.862 -2.558
H -0.755 -1.249 2.536
H 0.064 -0.352 1.232
H -0.332 -3.372 1.445
H 0.207 -2.590 -0.035
H 2.088 -3.509 1.307
H 1.606 -2.494 2.671
H 2.098 -0.465 1.165
H 3.439 -1.427 1.782
H 4.827 -1.580 -1.389
H 5.127 -1.629 0.349
H 4.680 0.664 0.655
H 5.421 0.686 -0.960
H 4.261 2.746 0.737
H 2.939 4.302 2.064
H 0.466 4.298 1.929
H 0.635 1.099 -0.888
H 1.929 0.579 -2.430
H 3.540 -0.087 -2.697
H 2.354 -2.055 -2.135
H 1.263 -1.198 -1.040
*
```

=====

Among the records above, which one has the highest energy relative to the best compared isomer or geometry (same formula, charge and spin)? C2H3N3O